1.
Molecular formula: C13H36BrClO9Sb
Method: DFT, ωB97M-V/def2-TZVPD

Summary:
**Electronic energy**: -4468.3247 Ha
**Gap between HOMO and LUMO**: 6.21 eV
**LUMO**: 0.0914 hartree
**Net charge**: -1
**Energy relative to the best compared isomer or geometry (same formula, charge and spin)**: 0.287 eV

Atoms and positions in Å:
O (-2.392570, 4.844897, 1.388679)
C (-1.773352, 3.864502, 1.160275)
Br (-2.904737, 2.308262, 0.707752)
C (-0.275383, 3.853017, 1.197630)
Sb (0.976770, 2.156118, 0.367870)
C (1.748806, 3.599788, -1.158922)
C (0.852620, 3.654792, -2.378667)
C (1.430880, 4.651233, -3.350582)
Cl (0.683775, 4.456961, -4.999640)
H (-0.024282, 4.751764, 0.660005)
H (0.077748, 3.998720, 2.204308)
H (2.360897, 2.657043, 1.401690)
H (0.412893, 1.175071, 1.669720)
H (-0.284299, 1.621192, -0.748742)
H (2.013786, 0.857776, -0.255249)
H (2.740382, 3.285913, -1.468860)
H (1.809702, 4.608272, -0.768370)
H (0.768329, 2.686952, -2.838954)
H (-0.140059, 4.001153, -2.117247)
H (1.228476, 5.661356, -3.044992)
H (2.491844, 4.497587, -3.432394)
C (-0.501607, -2.080285, 1.736716)
C (-0.040665, -3.372628, 1.100482)
O (1.095381, -3.856615, 1.825375)
O (0.554081, -1.134878, 1.749688)
H (-1.339017, -1.652145, 1.193018)
H (-0.809088, -2.269781, 2.779694)
H (0.292228, -3.198315, 0.077957)
H (-0.840980, -4.122957, 1.096096)
H (0.785238, -4.137741, 2.692910)
H (1.363389, -1.639688, 1.920321)
C (3.402637, -0.923029, 4.193390)
C (2.045480, -0.503368, 4.715252)
O (1.501842, -1.545972, 5.541635)
O (3.286402, -2.130207, 3.456056)
H (3.817637, -0.161160, 3.534228)
H (4.097506, -1.088605, 5.031361)
H (1.348665, -0.365340, 3.888744)
H (2.111366, 0.427026, 5.286955)
H (2.023337, -1.578260, 6.350673)
H (2.625935, -2.660113, 3.920069)
C (1.635439, -2.261605, -2.963618)
C (0.916971, -3.231235, -3.878568)
O (0.021702, -2.527310, -4.745355)
O (0.714419, -1.515419, -2.195570)
H (2.294206, -2.793377, -2.275684)
H (2.236406, -1.560284, -3.561320)
H (0.301791, -3.914981, -3.295191)
H (1.630082, -3.810890, -4.475267)
H (0.553924, -2.024186, -5.371135)
H (-0.041026, -1.329851, -2.767971)
C (-4.252581, -1.629375, -1.104284)
C (-5.682651, -1.150221, -0.970082)
O (-5.775943, 0.230314, -1.318717)
O (-3.386065, -0.865396, -0.287155)
H (-4.165252, -2.675637, -0.804870)
H (-3.920962, -1.529151, -2.148098)
H (-6.009952, -1.225827, 0.065906)
H (-6.355105, -1.740828, -1.602880)
H (-5.632373, 0.308252, -2.268112)
H (-3.705025, 0.048697, -0.317957)

Force components x, y, z for each atom (eV/Å):
O -0.895 0.481 -0.022
C 0.886 0.941 0.615
Br 0.218 -0.348 0.051
C -0.409 -1.033 -0.866
Sb 0.671 -0.560 -0.090
C -0.535 -0.139 -0.287
C 0.307 0.528 0.208
C -0.405 -0.534 -0.200
Cl 0.149 0.175 -0.073
H 0.140 0.502 -0.244
H -0.110 -0.149 0.601
H -0.059 0.328 0.134
H -0.242 0.149 0.060
H -0.119 0.239 -0.008
H 0.052 0.071 -0.049
H 0.344 -0.189 0.137
H 0.187 0.258 0.537
H -0.098 -0.522 -0.255
H -0.445 -0.175 0.145
H -0.025 0.447 0.065
H 0.406 0.010 -0.401
C 0.301 0.213 0.121
C -0.080 0.037 0.266
O 0.072 -0.359 -0.105
O -0.046 -0.517 -0.024
H -0.111 0.117 -0.067
H -0.182 -0.152 -0.107
H 0.032 0.075 0.015
H -0.016 0.058 -0.040
H -0.006 0.040 -0.021
H 0.077 0.100 -0.038
C -0.100 -0.214 0.042
C 0.043 0.119 0.170
O -0.019 -0.054 -0.045
O -0.005 0.054 -0.111
H -0.021 0.006 -0.027
H -0.002 0.187 0.029
H 0.000 0.004 0.018
H 0.038 0.047 -0.089
H -0.030 -0.016 -0.028
H 0.040 -0.026 -0.047
C -0.272 0.344 0.004
C 0.149 0.130 -0.225
O -0.028 -0.125 0.029
O -0.085 -0.365 0.061
H 0.031 0.014 0.000
H 0.163 -0.185 -0.060
H -0.035 0.002 0.003
H 0.036 -0.063 0.109
H -0.047 0.047 0.057
H 0.043 0.163 0.076
C 0.261 0.373 0.085
C -0.021 0.058 -0.310
O -0.086 -0.064 0.083
O -0.290 -0.251 0.100
H 0.006 -0.010 -0.024
H -0.159 -0.183 -0.079
H 0.003 0.021 0.023
H 0.023 -0.116 0.081
H 0.062 0.055 0.055
H 0.246 -0.043 -0.039

***

2.
Molecular formula: C13H36F3NO7S
Method: DFT, ωB97M-V/def2-TZVPD

Summary:
**Electronic energy**: -1796.1161 Ha
**Gap between HOMO and LUMO**: 8.63 eV
**LUMO**: -0.0031 hartree
**Net charge**: 0

Atoms and positions in Å:
N (-0.002286, 0.811627, -0.392039)
H (-0.418157, 1.739085, -0.268439)
H (0.125304, 0.643259, -1.389360)
H (-0.645087, 0.177369, 0.097192)
H (0.849918, 0.718447, 0.166001)
C (-2.904942, 0.103552, 3.375386)
F (-4.041699, 0.545597, 2.855486)
F (-2.072560, 1.141506, 3.475277)
F (-3.159664, -0.445495, 4.561359)
S (-2.184914, -1.214985, 2.137440)
O (-3.286479, -2.155446, 1.918358)
O (-1.778997, -0.564695, 0.882353)
O (-1.038042, -1.839780, 2.810298)
C (-2.978602, 2.404560, -1.951960)
C (-2.613599, 3.313582, -0.827417)
C (-3.217351, 2.947270, 0.527858)
O (-1.191857, 3.183043, -0.762585)
H (-4.037015, 2.552431, -2.181313)
H (-2.894517, 1.351222, -1.681845)
H (-2.423417, 2.572469, -2.875471)
H (-2.850952, 4.345065, -1.095906)
H (-3.259695, 1.880469, 0.749805)
H (-4.232588, 3.322574, 0.651999)
H (-2.577394, 3.363233, 1.307256)
H (-0.866793, 3.571246, -1.579444)
C (2.674509, 0.444774, -4.046935)
C (1.416991, -0.262371, -3.548910)
C (1.599132, -1.248073, -2.387472)
O (0.548693, 0.745073, -3.045923)
H (3.183598, 0.903578, -3.197836)
H (2.462616, 1.251067, -4.750684)
H (3.375553, -0.221567, -4.550333)
H (0.948362, -0.755351, -4.403590)
H (0.706800, -1.700690, -1.959525)
H (2.146057, -0.760848, -1.577440)
H (2.290014, -2.033919, -2.696706)
H (0.420697, 1.369560, -3.765939)
C (0.346127, -3.627173, -0.013018)
C (-0.038450, -4.921269, 0.689384)
C (0.705488, -6.125978, 0.079896)
O (0.361003, -4.791994, 2.021967)
H (0.166253, -3.696664, -1.086990)
H (1.425830, -3.485384, 0.074353)
H (-0.124131, -2.739605, 0.410439)
H (-1.114386, -5.075253, 0.576471)
H (1.787392, -5.996739, 0.135851)
H (0.404233, -6.183592, -0.968839)
H (0.514286, -7.143906, 0.423917)
H (0.610405, -5.653116, 2.364291)
C (2.779135, 3.168519, 1.138074)
C (2.587446, 1.951862, 2.053219)
C (1.508903, 2.248758, 3.095676)
O (2.172408, 0.880127, 1.208569)
H (1.785316, 3.543338, 0.893489)
H (3.294886, 2.919230, 0.210822)
H (3.371191, 3.914403, 1.668157)
H (3.438996, 1.659855, 2.670137)
H (1.780651, 2.867010, 3.950667)
H (1.138191, 1.287790, 3.458155)
H (0.619946, 2.715045, 2.665869)
H (2.407245, 0.086296, 1.700451)

Force components x, y, z for each atom (eV/Å):
N 0.126 0.010 0.596
H 0.168 0.180 -0.187
H -0.014 -0.050 0.062
H -0.721 -0.649 -0.074
H 0.389 0.398 -0.258
C 0.570 -1.466 -1.669
F -0.533 0.337 0.050
F 0.147 0.098 0.515
F 0.362 0.413 -0.273
S 0.319 -3.444 0.563
O 0.494 1.561 0.466
O -0.690 0.933 0.542
O -0.939 1.502 -0.120
C -1.880 -0.589 -0.500
C 0.034 -0.535 -0.035
C 0.350 0.031 0.116
O 0.695 1.025 0.727
H -0.077 -0.071 -0.230
H 0.258 0.021 0.145
H 0.121 0.216 0.075
H -0.070 0.118 0.202
H 0.151 -0.145 -0.472
H 0.074 0.169 -0.126
H -0.163 0.269 0.044
H 0.289 -0.038 0.026
C 0.480 -0.331 0.440
C 0.139 -0.298 0.150
C 1.314 0.166 -0.383
O -0.485 0.399 -0.540
H 0.087 -0.030 0.035
H -0.325 -0.072 -0.063
H -0.052 -0.143 0.083
H -0.197 -0.159 0.063
H -0.193 0.180 -0.425
H -0.123 0.248 0.092
H -0.229 -0.229 -0.113
H -0.228 0.198 0.139
C 0.533 -0.112 -0.313
C 0.695 -0.762 -0.509
C -0.223 0.231 -1.159
O -0.010 0.300 1.038
H -0.368 0.017 0.004
H 0.123 -0.051 0.173
H -0.261 -0.224 0.052
H -0.160 -0.012 0.277
H 0.025 0.254 -0.066
H 0.296 0.060 -0.216
H -0.472 0.262 0.729
H -0.150 -0.032 0.038
C 0.434 -0.518 0.491
C -0.734 1.450 0.346
C -1.006 -0.540 -0.106
O 0.757 -0.552 0.583
H 0.092 0.233 -0.033
H 0.082 -0.123 0.082
H -0.223 0.233 -0.096
H 0.574 0.002 -0.676
H 0.477 -0.066 -0.131
H 0.104 -0.008 0.347
H 0.076 0.102 -0.289
H -0.311 -0.368 -0.229

***

3.
Molecular formula: C13H36NO11S3
Method: DFT, ωB97M-V/def2-TZVPD

Summary:
**Electronic energy**: -2593.8396 Ha
**Gap between HOMO and LUMO**: 7.98 eV
**LUMO**: 0.0842 hartree
**Net charge**: -1
**Energy relative to the best compared isomer or geometry (same formula, charge and spin)**: 0.561 eV

Atoms and positions in Å:
C (0.672569, 1.680230, -0.791103)
C (-0.470592, 1.269281, -1.667258)
O (-0.633608, 0.157135, -1.970540)
O (-1.256330, 2.274994, -2.110481)
C (-2.625495, 1.931765, -1.859414)
S (-3.538918, 3.451580, -1.394528)
O (-2.523603, 4.387974, -1.027848)
O (-4.226149, 3.926966, -2.557696)
N (-4.487889, 3.241578, -0.099139)
S (-5.081025, 1.751589, 0.092743)
O (-6.210908, 1.837770, 0.953841)
O (-4.104403, 0.858453, 0.641653)
S (-5.923555, 0.959969, -1.661778)
H (1.568454, 1.795677, -1.400829)
H (0.494801, 2.647891, -0.339346)
H (0.909525, 0.932559, -0.051000)
H (-2.744548, 1.096803, -1.177163)
H (-3.030287, 1.603902, -2.813325)
H (-5.115372, 1.286227, -2.690025)
C (1.639038, -3.422181, -2.230952)
C (2.560684, -2.220142, -2.331639)
O (2.656888, -1.548522, -1.084122)
H (0.645152, -3.109100, -1.909412)
H (1.553409, -3.934976, -3.191575)
H (2.012190, -4.132684, -1.488262)
H (2.174225, -1.505447, -3.057935)
H (3.564137, -2.530089, -2.650701)
H (3.007696, -2.172364, -0.432099)
C (2.794082, -2.598055, 3.883597)
C (3.146218, -1.704944, 2.709937)
O (2.657679, -2.254880, 1.488575)
H (3.213537, -3.596283, 3.745843)
H (3.173379, -2.184151, 4.819985)
H (1.710219, -2.711777, 3.966689)
H (4.227055, -1.605716, 2.612174)
H (2.717777, -0.706964, 2.845570)
H (1.699284, -2.333283, 1.565570)
C (4.718930, 2.909286, 2.034271)
C (3.526008, 2.362514, 1.269946)
O (2.328319, 3.039949, 1.635230)
H (4.560825, 2.807721, 3.108904)
H (5.635132, 2.381662, 1.761695)
H (4.855315, 3.973705, 1.827345)
H (3.380538, 1.306629, 1.493225)
H (3.679658, 2.467412, 0.190712)
H (2.443942, 3.973643, 1.427810)
C (-0.817305, -3.497846, 6.432885)
C (-1.154314, -2.156942, 5.804193)
O (-1.014577, -2.204387, 4.388680)
H (0.203414, -3.790365, 6.181436)
H (-0.913956, -3.457583, 7.519457)
H (-1.479880, -4.279425, 6.053184)
H (-0.479416, -1.384013, 6.168968)
H (-2.179694, -1.863293, 6.050248)
H (-1.619306, -2.877434, 4.057585)
C (-1.690274, 0.893052, -5.668707)
C (-2.882488, 0.415888, -6.475303)
O (-4.064493, 1.123339, -6.109432)
H (-1.874410, 0.761965, -4.602482)
H (-0.788172, 0.340996, -5.939723)
H (-1.512809, 1.958697, -5.833145)
H (-3.071663, -0.641374, -6.293578)
H (-2.702442, 0.554765, -7.548092)
H (-3.912199, 2.060652, -6.273315)

Force components x, y, z for each atom (eV/Å):
C 0.293 1.027 -0.265
C 1.727 2.358 0.936
O -0.942 -3.658 -1.025
O -0.602 0.175 1.008
C -0.390 -0.135 -1.423
S 0.654 1.726 0.967
O 1.113 0.330 1.006
O -1.271 -1.001 -1.069
N 0.048 -1.804 -1.657
S 0.712 1.745 1.616
O -1.661 0.235 0.037
O 1.126 -0.946 -0.814
S -0.598 -0.384 -0.417
H 0.055 -0.085 -0.205
H -0.123 0.037 0.230
H -0.184 -0.285 0.132
H 0.153 0.252 0.425
H -0.337 0.105 -0.080
H 0.179 0.218 0.441
C -0.075 -0.021 -0.027
C 0.054 -0.097 0.341
O 0.126 -0.029 -0.399
H 0.003 0.069 -0.072
H -0.004 -0.030 0.024
H 0.067 -0.030 -0.063
H 0.007 0.061 0.060
H -0.053 -0.026 -0.178
H -0.188 0.330 0.091
C -0.028 -0.101 0.055
C -0.337 -0.100 0.056
O 0.184 -0.195 0.312
H 0.089 0.043 -0.010
H -0.029 0.004 0.006
H -0.007 0.123 0.053
H -0.013 -0.010 -0.143
H 0.095 0.033 0.083
H 0.044 0.096 -0.119
C 0.014 -0.048 0.050
C -0.009 0.430 -0.020
O 0.080 -0.129 0.129
H -0.005 -0.061 -0.009
H 0.011 0.035 -0.004
H 0.050 -0.022 -0.074
H -0.119 0.007 -0.039
H 0.103 -0.164 -0.006
H -0.093 -0.060 0.001
C 0.068 0.009 0.012
C -0.201 -0.307 -0.162
O 0.208 0.002 0.035
H 0.019 0.052 0.034
H -0.018 -0.033 -0.007
H -0.064 0.025 0.066
H 0.003 0.053 -0.115
H 0.049 0.065 0.148
H -0.001 0.126 -0.049
C -0.012 -0.029 0.063
C 0.043 0.470 0.015
O -0.080 -0.197 -0.051
H 0.059 -0.094 -0.004
H 0.020 0.031 0.022
H 0.045 -0.020 -0.072
H -0.118 0.025 0.015
H 0.081 -0.148 -0.018
H -0.020 -0.049 0.128

***

Look up the electronic energy of the third one. -2593.8396 Ha

***

Which value of gap between HOMO and LUMO does entry 3 give? 7.98 eV